No. 1
The following is a DFT calculation (ωB97M-V/def2-TZVPD) of C17H29MoN2O6S as an isolated structure.

The calculation puts the HOMO energy (spin up / spin down) at -18.18 / -18.23 eV. For the energy, the calculation gives -1691.455148 Ha. As for the LUMO energy (spin up / spin down): -11.76 / -10.90 eV. As for the spin multiplicity: 3. The calculation puts the gap between HOMO and LUMO (spin up / spin down) at 6.4 / 7.3 eV. Its net charge is +3.

Each line ends with the Löwdin charge.
Geometry (Å):
Mo 0.49 0.18 -0.38  1.670
C -0.09 -2.17 -2.41  -0.093
C -1.29 -2.02 -1.51  -0.118
O -1.38 -0.62 -1.11  -0.322
C -2.29 0.23 -1.88  -0.071
C -1.42 1.13 -2.72  -0.093
O -0.41 1.66 -1.82  -0.261
C -0.86 2.90 -1.19  -0.088
C -0.04 3.08 0.04  -0.091
O -0.14 1.83 0.79  -0.293
C 0.50 1.92 2.11  -0.077
C 1.93 1.37 2.03  -0.098
O 2.21 1.00 0.65  -0.347
C 3.39 1.65 0.08  -0.084
C 3.61 0.99 -1.24  -0.114
O 2.32 0.94 -1.87  -0.222
C 2.33 0.15 -3.08  -0.113
C 2.17 -1.30 -2.69  -0.081
O 0.99 -1.38 -1.83  -0.335
H -0.29 -1.79 -3.41  0.147
H 0.23 -3.21 -2.48  0.165
H -1.21 -2.58 -0.58  0.096
H -2.21 -2.31 -2.02  0.156
H -2.88 0.78 -1.15  0.149
H -2.96 -0.39 -2.47  0.157
H -1.97 1.94 -3.19  0.162
H -0.89 0.58 -3.50  0.134
H -1.92 2.81 -0.94  0.149
H -0.71 3.72 -1.90  0.167
H -0.43 3.89 0.66  0.164
H 1.01 3.27 -0.19  0.139
H -0.10 1.31 2.77  0.102
H 0.47 2.96 2.43  0.148
H 2.03 0.46 2.63  0.127
H 2.67 2.10 2.35  0.149
H 4.23 1.50 0.75  0.162
H 3.18 2.72 -0.03  0.146
H 4.01 -0.02 -1.10  0.145
H 4.31 1.56 -1.86  0.164
H 3.25 0.32 -3.64  0.161
H 1.49 0.49 -3.68  0.137
H 3.01 -1.69 -2.10  0.146
H 2.03 -1.95 -3.55  0.155
C -3.68 -3.44 3.04  0.002
C -2.56 -2.49 3.26  -0.266
C -2.37 -1.80 4.45  0.048
C -1.30 -0.92 4.54  -0.049
N -0.45 -0.74 3.52  0.065
C -0.71 -1.46 2.47  -0.669
S 0.47 -1.53 1.08  0.886
N -1.69 -2.31 2.25  0.110
H -4.15 -3.72 3.98  0.098
H -3.33 -4.33 2.53  0.099
H -4.44 -2.97 2.41  0.103
H -3.03 -1.94 5.29  0.138
H -1.11 -0.35 5.44  0.135


No. 2
The following is a DFT calculation (ωB97M-V/def2-TZVPD) of C3H7N3O2 as an isolated structure.

The calculation puts the HOMO energy at -8.92 eV. For the energy, the calculation gives -432.936219 Ha. As for the LUMO energy: -0.42 eV. The calculation puts the gap between HOMO and LUMO at 8.5 eV. Its net charge is 0.

Each line ends with the Löwdin charge.
Geometry (Å):
C -0.94 1.75 -0.08  -0.062
C -1.09 0.17 0.26  -0.435
C 1.13 -0.53 1.07  -0.215
H -1.68 2.22 0.82  0.120
H 0.13 2.09 0.00  0.053
H -1.45 2.01 -1.16  0.116
H -0.86 -2.04 0.15  0.184
H 1.53 -1.06 1.86  0.082
H 2.49 -1.77 -0.48  0.271
H 1.68 0.61 -1.62  0.241
N -1.97 -0.52 -0.37  -0.034
N -0.09 -0.21 1.20  0.098
N 2.05 -0.46 -0.13  -0.067
O -1.95 -1.88 -0.20  -0.110
O 1.03 -0.37 -1.31  -0.241


No. 3
The following is a DFT calculation (ωB97M-V/def2-TZVPD) of C7H8N2 in the gas phase.

The calculation puts the HOMO energy at -9.27 eV. For the energy, the calculation gives -380.969630 Ha. As for the LUMO energy: 0.92 eV. The calculation puts the gap between HOMO and LUMO at 10.2 eV. Its net charge is 0.

Each line ends with the Löwdin charge.
Geometry (Å):
N -1.93 1.13 0.44  0.083
N -2.09 0.53 -0.68  0.066
C 0.90 -1.14 0.46  -0.112
C -0.63 0.65 1.01  -0.244
C -0.97 -0.35 -0.89  -0.271
C -0.59 -0.78 0.52  -0.225
C 1.39 0.05 -0.27  -0.186
C 0.51 1.19 0.15  -0.142
C 0.27 0.50 -1.17  -0.129
H 1.28 -1.27 1.49  0.131
H 1.09 -2.06 -0.12  0.128
H -0.52 0.81 2.09  0.146
H -1.13 -1.19 -1.54  0.142
H -1.29 -1.46 1.01  0.152
H 2.43 0.13 -0.57  0.142
H 0.86 2.26 0.26  0.163
H 0.43 0.99 -2.17  0.156


No. 4
The following is a DFT calculation (ωB97M-V/def2-TZVPD) of C4H8N4O2S in the gas phase.

The calculation puts the HOMO energy at -8.38 eV. For the energy, the calculation gives -924.823099 Ha. As for the LUMO energy: -0.04 eV. The calculation puts the gap between HOMO and LUMO at 8.3 eV. Its net charge is 0.

Each line ends with the Löwdin charge.
Geometry (Å):
C -0.55 -2.01 -0.84  -0.102
C -0.40 -1.23 0.37  -0.153
C -0.33 -1.51 -2.05  -0.187
C 0.86 0.51 -1.66  -0.270
N 0.06 -0.27 -2.36  0.067
N 0.28 -0.12 0.38  -0.146
N 0.65 1.85 -1.58  0.097
N -0.90 0.36 2.62  -0.131
O 1.70 0.36 2.38  -0.337
O 0.57 2.18 1.29  -0.325
S 0.47 0.80 1.69  0.553
H -0.88 -3.02 -0.76  0.083
H -0.77 -1.72 1.33  0.135
H -0.79 -2.10 -2.77  0.095
H 1.94 0.21 -1.35  0.175
H 1.19 2.45 -0.99  0.080
H -0.37 2.20 -1.64  0.153
H -0.91 0.31 3.69  0.103
H -1.83 0.77 2.26  0.110


No. 5
The following is a DFT calculation (ωB97M-V/def2-TZVPD) of C5H5NO2 in the gas phase.

The calculation puts the HOMO energy at -9.33 eV. For the energy, the calculation gives -398.583039 Ha. As for the LUMO energy: 0.81 eV. The calculation puts the gap between HOMO and LUMO at 10.1 eV. Its net charge is 0.

Each line ends with the Löwdin charge.
Geometry (Å):
C -0.72 0.80 0.48  -0.437
C 0.48 -1.11 1.19  -0.191
C 1.03 -1.50 0.04  -0.020
C 0.31 -0.66 -1.10  -0.265
C 0.35 0.67 -0.54  -0.175
H 1.09 -1.45 2.15  0.163
H 1.95 -2.33 0.00  0.163
H -0.68 -0.98 -1.26  0.129
H 1.32 0.57 -2.33  0.043
H 1.27 1.09 0.00  0.188
N 0.41 0.42 -2.09  0.161
O -1.66 1.48 0.43  0.195
O -0.40 -0.10 1.52  0.048


No. 6
The following is a DFT calculation (ωB97M-V/def2-TZVPD) of C2H6N2O in the gas phase.

The calculation puts the HOMO energy at -9.52 eV. For the energy, the calculation gives -264.387367 Ha. As for the LUMO energy: 0.70 eV. The calculation puts the gap between HOMO and LUMO at 10.2 eV. Its net charge is 0.

Each line ends with the Löwdin charge.
Geometry (Å):
C -0.79 0.30 0.40  -0.297
C 0.22 1.02 -0.22  -0.164
H -1.09 -0.78 -1.27  0.019
H 0.15 -1.36 -0.63  0.143
H -1.63 0.92 0.56  0.095
H -0.54 0.22 1.47  0.113
H -0.06 1.76 -0.84  0.074
H 1.39 -0.84 1.12  0.203
N -0.96 -1.04 -0.33  0.004
N 1.45 0.48 -0.39  -0.073
O 1.87 -0.67 0.13  -0.117


Question: Which value of energy does entry 2 give?
Answer: -432.936219 Ha


Question: Look up the net charge of the fourth one.
Answer: 0